Entry 1:
Formula: C14H15F6N5O6S3TeZn
Source: OMol25
Level of theory: ωB97M-V/def2-TZVPD

Calculated values
Energy relative to the best compared isomer or geometry (same formula, charge and spin) in kcal per mole: 14.65
Lowest unoccupied orbital energy in eV: 0.25
Orbital gap in eV: 8.48
HOMO level in eV: -8.222

The geometry in XYZ format:
```
51
Properties=species:S:1:pos:R:3:forces:R:3
Te -3.04881 0.50947 -1.34269 -1.16 0.93 -0.24
Zn -0.61385 0.38759 -0.24994 -0.41 0.10 -1.70
S -0.21624 -2.15738 -0.51200 -0.15 -2.71 -0.87
S 1.68648 -1.39258 1.09817 0.45 -0.37 1.31
S -1.08175 2.64096 1.42264 0.09 1.52 -0.33
F 0.20152 -4.29737 -2.04644 0.14 0.34 0.07
F -0.89341 -4.69956 -0.23787 0.03 0.22 0.17
F 1.63068 -0.84114 3.70724 0.17 0.12 -0.32
F -0.31999 -1.23836 2.88891 0.08 0.09 -0.31
F 1.06021 -2.85812 3.20773 0.14 -0.03 -0.20
F -1.86648 -3.70808 -1.88584 0.18 0.42 0.16
O -2.40499 3.19048 1.24926 0.12 0.11 0.32
O -1.32562 -1.70009 0.27727 -0.74 0.02 0.74
O 0.03415 -1.29711 -1.63846 0.27 0.27 -0.77
O 3.08555 -1.51198 1.28187 0.16 -0.27 -0.04
O 1.18746 -0.12318 0.61705 0.40 0.39 0.29
O -1.08800 1.15351 1.34894 -0.15 0.97 2.09
N -0.08228 3.37228 0.44726 -0.99 -0.16 1.76
N 1.04125 -2.58977 0.30103 0.13 0.04 -0.04
N 0.39326 1.78187 -1.21965 0.58 0.87 -0.11
N 1.47820 3.89858 -1.07178 0.00 0.39 0.22
N 1.01694 4.20514 6.72209 0.13 0.15 0.24
C -0.48235 3.08751 3.02738 -0.16 -0.41 -0.45
C -3.10601 2.59272 -1.98717 0.20 -0.41 0.17
C -4.27528 0.91158 0.39734 0.43 -0.09 -0.17
C 0.50628 3.82118 5.51135 -0.11 -0.08 -0.41
C -0.97528 4.22191 3.65208 -0.06 -0.06 -0.16
C 0.99431 2.68151 4.85902 -0.04 0.03 0.01
C 0.95921 -1.58581 2.82735 -0.06 -0.27 0.28
C -0.71844 -3.82149 -1.21726 -0.08 -0.37 -0.02
C -0.47685 4.59650 4.88123 0.12 -0.17 0.06
C 1.14178 1.50025 -2.29290 0.16 0.20 -0.27
C 0.59338 2.99494 -0.60301 0.25 -0.74 -1.01
C 2.16813 3.61068 -2.13864 -0.03 -0.29 -0.21
C 0.51093 2.32472 3.61752 -0.05 0.03 0.03
C 2.04577 2.39348 -2.81764 -0.08 -0.15 0.07
H 0.89421 1.46132 3.09532 0.06 -0.08 0.06
H -1.74662 4.78837 3.15623 -0.10 0.15 0.01
H -3.74637 1.65193 0.99125 -0.09 -0.12 -0.06
H -5.24305 1.29674 0.08752 0.03 -0.13 -0.19
H -4.38530 -0.01802 0.94655 -0.03 -0.08 -0.01
H -2.36803 3.16055 -1.42754 -0.01 -0.05 0.05
H -4.09640 2.99222 -1.78397 -0.03 -0.15 0.00
H 2.63702 2.15943 -3.68552 0.03 -0.05 -0.09
H 0.51702 4.91340 7.23066 0.04 -0.09 0.08
H 1.49993 3.51972 7.27558 -0.03 0.04 0.02
H 1.75720 2.08227 5.33414 0.10 -0.05 0.03
H -2.89234 2.64177 -3.05038 -0.01 -0.09 -0.04
H 2.85196 4.38459 -2.46782 0.11 -0.05 -0.13
H -0.83904 5.48558 5.37701 -0.10 0.08 0.00
H 0.97854 0.52223 -2.72728 0.07 0.02 -0.05
```
Forces are in eV/Å.

***

Entry 2:
Formula: CH3Cl2NOS
Source: OMol25
Level of theory: ωB97M-V/def2-TZVPD

Calculated values
Energy relative to the best compared isomer or geometry (same formula, charge and spin) in kcal per mole: 14.33
Lowest unoccupied orbital energy in eV: -0.35
Orbital gap in eV: 9.25
HOMO level in eV: -9.605

The geometry in XYZ format:
```
9
Properties=species:S:1:pos:R:3:forces:R:3
Cl -2.77511 -0.19491 0.13687 -1.82 0.26 0.28
Cl 2.61958 -0.14299 0.45455 -0.55 0.48 -0.82
S -0.25518 0.90586 -0.48306 2.03 -2.44 0.26
O 0.09924 1.91552 0.49662 -0.15 0.23 0.28
N 1.44474 -0.30823 -0.80384 -2.85 0.58 0.79
C -1.12211 -0.50590 0.39698 2.31 1.13 1.81
H -0.74414 -0.49197 1.50769 -0.98 0.07 -2.07
H -0.88164 -1.42541 -0.07883 0.54 -0.63 -0.35
H 1.61463 0.24803 -1.62698 1.48 0.32 -0.17
```
Forces are in eV/Å.

***

Entry 3:
Formula: C4H9FNaO2Si2
Source: OMol25
Level of theory: ωB97M-V/def2-TZVPD

Calculated values
Lowest unoccupied orbital energy in eV: -4.83
Charge: +1
Orbital gap in eV: 7.47
HOMO level in eV: -12.300

The geometry in XYZ format:
```
19
Properties=species:S:1:pos:R:3:forces:R:3
Si -0.05655 0.24646 -0.57408 -0.23 -1.57 0.59
Si -0.09067 2.65506 0.99021 -1.05 0.58 0.28
Na -0.69917 -1.40500 -3.06740 0.54 0.72 -2.80
F -1.42895 -2.92711 0.65024 0.27 -0.39 -0.18
O -0.92569 1.43650 0.12959 1.46 -0.07 -0.08
O -2.31529 -1.00760 1.22731 -0.05 -0.06 0.05
C 1.24316 -0.49386 0.51916 -0.56 -0.84 -0.33
C 2.54544 -0.57592 0.18293 -0.04 0.07 -0.35
C -1.76968 -1.66271 0.41250 -0.33 0.47 0.09
C -1.35423 -1.16581 -0.93987 -0.28 0.44 0.04
H -0.93211 -1.98918 -1.55859 -0.84 -0.13 2.46
H -0.94507 3.07552 2.11164 -0.02 -0.16 -0.04
H 3.35052 -0.16453 0.77814 0.25 -1.33 0.87
H 1.18704 2.16627 1.52083 0.11 -0.12 -0.19
H -2.24660 -0.65723 -1.38038 0.39 -0.62 0.07
H 0.05416 3.80572 0.08258 0.21 -0.13 -0.11
H 0.95108 -0.89040 1.49262 0.12 1.71 0.84
H 2.82199 -1.08111 -0.73762 0.25 1.44 -0.88
H 0.61060 0.63492 -1.83981 -0.19 -0.04 -0.33
```
Forces are in eV/Å.

***

Entry 4:
Formula: C32H26BrCrIN7O4STe
Source: OMol25
Level of theory: ωB97M-V/def2-TZVPD

Calculated values
Multiplicity: 4
Energy relative to the best compared isomer or geometry (same formula, charge and spin) in kcal per mole: 0.11
Lowest unoccupied orbital energy (spin up / spin down) in eV: -1.13 / -1.36
Orbital gap (spin up / spin down) in eV: 6.05 / 5.88
HOMO level (spin up / spin down) in eV: -7.184 / -7.239
<S²>: 3.842

The geometry in XYZ format:
```
74
Properties=species:S:1:pos:R:3:forces:R:3
I -3.35859 -1.92251 -0.18502 -0.12 -0.16 0.06
Te -0.00469 3.01635 1.09562 -0.05 0.25 -0.17
Br -5.52592 -4.31949 -1.66704 0.03 0.01 0.03
Cr 0.59516 0.38731 0.55950 -0.14 1.26 -0.39
S -0.77577 4.33520 3.99222 0.04 -0.02 0.07
O -0.19587 3.06928 -4.60602 -0.31 -0.09 0.14
O 1.97492 3.31976 -5.04514 -0.10 -0.01 0.00
O -0.98436 0.79936 -0.75215 0.21 -0.11 0.02
O -1.54672 1.84261 -2.65161 0.16 0.10 -0.09
N 1.25941 -1.55342 0.14765 -0.35 -0.80 -0.75
N 1.62262 1.08141 -1.15862 -0.17 -0.02 0.04
N -2.50711 -1.15096 3.96366 0.10 -0.07 -0.01
N 2.74422 1.98532 -2.78046 0.21 0.06 -0.16
N -4.04636 0.34571 3.12065 0.12 -0.01 -0.01
N -0.67114 -0.33491 2.03382 -0.59 -0.07 0.27
N 2.20905 -1.98168 0.81928 0.59 -0.11 0.40
C -0.21525 -4.33282 -2.68305 0.03 0.05 0.04
C 0.98369 -3.88286 -0.64530 0.02 0.09 0.22
C 1.57279 5.01332 4.68819 0.03 -0.03 -0.07
C 0.73583 1.62835 -2.06836 -0.07 -0.27 0.23
C 2.21209 0.24447 1.75821 0.18 -0.01 0.23
C 0.75435 -2.51640 -0.80953 -0.03 -0.11 0.03
C 3.92790 0.76811 3.39207 -0.05 -0.03 -0.05
C -4.19584 -0.63374 -4.20148 -0.01 0.02 -0.01
C 2.83803 1.31046 -1.62082 -0.01 0.00 0.05
C 3.83200 -1.45539 2.50316 0.05 -0.21 -0.06
C -1.89597 0.16756 2.07617 0.15 0.09 -0.19
C -5.40599 -2.69679 -3.96496 0.02 0.03 -0.04
C 1.07902 2.91684 -4.34055 0.23 -0.06 0.06
C -2.81839 -0.22623 3.06532 -0.07 -0.01 0.05
C -3.74460 -0.74646 -2.89593 0.02 0.05 0.03
C -0.43195 -2.97538 -2.85095 -0.02 0.01 0.03
C 4.13405 0.88698 -1.03048 0.02 0.03 0.00
C -5.02409 -1.61022 -4.73646 0.01 -0.04 0.00
C 2.84196 1.15252 2.60584 0.08 -0.13 0.01
C -4.95794 -2.81192 -2.65524 0.06 0.04 -0.02
C 0.28053 5.08847 5.11030 -0.07 -0.06 -0.01
C 2.75189 -1.04821 1.72548 -0.04 0.10 -0.05
C 0.49727 -4.78122 -1.57468 -0.04 -0.04 -0.08
C 0.04476 -2.06985 -1.91212 -0.01 0.25 -0.04
C -1.27761 -1.66259 3.88616 -0.14 -0.01 0.08
C 1.69898 4.33997 3.43594 0.07 0.16 0.08
C 4.41947 -0.53520 3.35173 -0.01 0.08 0.06
C 1.42841 2.19124 -3.09003 -0.04 0.11 -0.08
C -0.35200 -1.26676 2.95025 0.08 -0.04 0.04
C -0.71932 1.44297 -1.82593 -0.12 -0.15 0.06
C -4.12083 -1.83904 -2.11999 0.05 0.01 -0.03
C 0.50460 3.91198 2.92730 0.03 -0.19 0.08
H 1.53430 -4.22772 0.21861 -0.01 0.00 -0.02
H 4.19195 -2.47659 2.42812 -0.01 0.08 0.01
H 2.48570 2.17132 2.65870 0.01 -0.14 0.06
H -4.34623 0.98579 2.40947 -0.03 -0.01 -0.02
H -6.05038 -3.46455 -4.37146 0.00 0.02 0.01
H 4.64200 0.18320 -1.69304 -0.03 0.02 0.01
H 0.64399 -1.67631 2.94184 0.05 0.01 -0.04
H -0.13458 -1.01365 -2.05142 -0.02 -0.04 0.07
H -5.37458 -1.53128 -5.75783 -0.01 0.00 0.03
H -0.98367 -2.60914 -3.70739 -0.01 0.00 0.01
H -0.59995 -5.03734 -3.40907 0.01 -0.01 0.02
H 5.25233 -0.82446 3.97978 0.00 0.01 -0.03
H 4.78988 1.74522 -0.87497 -0.04 -0.01 -0.01
H 4.39430 1.49294 4.05062 -0.02 -0.02 -0.02
H 3.96475 0.40709 -0.07293 -0.01 0.00 0.05
H 2.64465 4.19756 2.92605 -0.09 0.11 0.03
H 0.67388 -5.84054 -1.43425 -0.02 0.04 0.00
H 2.40504 5.43244 5.23998 -0.04 -0.04 -0.05
H -3.10538 0.02165 -2.47288 -0.04 -0.05 -0.06
H -0.10757 5.54154 6.01068 0.07 -0.01 -0.05
H 3.49750 2.30074 -3.37262 0.02 0.02 -0.03
H -4.71389 -0.01487 3.77711 -0.02 -0.02 -0.01
H -3.90296 0.22466 -4.79379 0.01 -0.04 0.04
H -1.02221 -2.42631 4.61101 0.01 0.03 -0.01
H -0.78339 2.64900 -3.90238 0.15 0.05 -0.09
H -2.16221 0.89816 1.32544 0.04 0.02 0.00
```
Forces are in eV/Å.